Record 1
C19H26FN3O3S in the gas phase. Source: the OMol25 dataset; level of theory: ωB97M-V/def2-TZVPD.

```
! wB97M-V def2-TZVPD RIJCOSX def2/J DEFGRID3
* xyz 0 1
C 1.92065 1.08687 0.46154
C 1.31007 1.71421 1.71471
C 2.39758 2.14040 2.70021
C 0.42956 2.90819 1.34618
O 0.39366 0.78109 2.33361
C 0.84203 -0.38720 2.82948
O 1.98269 -0.78303 2.82508
N -0.19821 -1.06401 3.37625
C -0.06914 -2.41598 3.86182
C -0.56879 -3.45087 2.84953
C 0.31502 -3.48343 1.60441
C -0.11430 -4.52993 0.57762
C -1.50210 -4.26897 -0.03058
C -1.56596 -2.94539 -0.68619
N -1.30691 -2.66340 -1.91659
N -1.47924 -1.33481 -2.08075
C -1.84044 -0.86760 -0.92504
S -2.24804 0.75292 -0.51580
C -2.06898 1.52650 -2.18294
C -0.67636 2.00605 -2.42308
C 0.27241 1.15222 -2.97759
C 1.56993 1.58333 -3.18237
C 1.90586 2.87680 -2.82545
F 3.17047 3.30472 -3.01908
C 0.98308 3.74663 -2.27376
C -0.30999 3.30107 -2.07264
O -1.91942 -1.83115 0.01545
H 1.13425 0.76890 -0.22060
H 2.54914 1.81239 -0.04653
H 2.52445 0.22523 0.73370
H 3.02229 1.29141 2.96232
H 1.94483 2.53698 3.60660
H 3.01617 2.91010 2.24735
H -0.38278 2.58341 0.70224
H 1.01983 3.65640 0.82633
H 0.00376 3.34715 2.24454
H -1.12100 -0.69065 3.21945
H -0.62975 -2.50646 4.79730
H 0.99277 -2.57233 4.06415
H -0.57083 -4.43419 3.32391
H -1.59644 -3.20008 2.57835
H 0.32250 -2.49515 1.14175
H 1.34130 -3.69585 1.90981
H -0.12929 -5.51598 1.04582
H 0.61590 -4.55075 -0.23326
H -1.70885 -5.02514 -0.78828
H -2.26895 -4.31668 0.74298
H -2.36465 0.75997 -2.89556
H -2.78270 2.34886 -2.17689
H -0.01328 0.14462 -3.23932
H 2.31609 0.93258 -3.60917
H 1.27951 4.74974 -2.01106
H -1.04175 3.96731 -1.64021
*
```

## Properties
energy above the lowest of the compared OMol25 structures with the same formula, charge and spin = 0.0 kcal per mole
largest force on an atom = 1.6 eV Å⁻¹
HOMO energy = -8.77 eV
SMILES = CC(C)(C)OC(=O)NCCCCCc1nnc(SCc2ccc(F)cc2)o1

=====

Record 2
A molecular structure, C19H26IN2O4SSi. Source: the OMol25 dataset; level of theory: ωB97M-V/def2-TZVPD.

```
! wB97M-V def2-TZVPD RIJCOSX def2/J DEFGRID3
* xyz 1 1
C 3.67966 1.05647 4.01971
C 2.89111 0.69455 3.19348
Si 1.64237 0.27432 1.95381
O 1.57293 -1.40584 1.87639
C 1.23557 -1.92377 0.65972
O 0.24428 -1.54316 0.09078
C 2.16179 -2.96612 0.15280
C 2.69215 -3.85500 1.07828
C 3.58405 -4.82749 0.65162
C 3.91841 -4.87762 -0.69019
C 3.36693 -4.01589 -1.61922
C 2.47471 -3.04646 -1.19386
C -0.04002 0.91530 2.47796
I -0.64851 -0.34060 4.12496
C -0.00616 2.39985 2.89153
C -1.39360 2.86024 3.39207
S 2.25800 1.26896 0.07856
C 3.39889 0.32682 -0.91682
O 1.09862 1.64040 -0.72539
O 2.96948 2.44386 0.54196
H 4.35513 1.45976 4.73362
H 2.40059 -3.77458 2.11316
H 4.00505 -5.49409 1.38732
H 4.63525 -5.62058 -1.01448
H 3.63271 -4.07344 -2.66290
H 2.00564 -2.34961 -1.87190
H -0.73165 0.75099 1.65324
H 0.73945 2.49619 3.67687
H 0.29410 2.96585 2.00876
H -1.44979 2.70178 4.46258
H -2.16177 2.25101 2.92117
H -1.52509 3.91340 3.16030
H 2.86445 -0.02663 -1.79488
H 4.19388 0.97412 -1.26925
H 3.78263 -0.53643 -0.37739
C -1.00126 -0.15388 -2.60825
C -1.35637 1.27957 -2.27938
N -2.78533 1.46287 -1.96630
C -3.29781 2.51791 -1.24832
C -4.64088 2.34820 -1.19407
N -4.92427 1.19290 -1.88354
C -3.78604 0.68017 -2.34683
C -6.24939 0.60424 -2.08843
H -1.49633 -0.50177 -3.51796
H 0.07128 -0.22509 -2.76639
H -1.27327 -0.82350 -1.79224
H -1.11222 1.93961 -3.11196
H -0.78467 1.60977 -1.41294
H -2.63977 3.27382 -0.85793
H -5.43241 2.92004 -0.74432
H -3.70472 -0.21991 -2.92956
H -6.27673 -0.38666 -1.64177
H -6.45178 0.53244 -3.15419
H -6.99925 1.23272 -1.61996
*
```

## Properties
largest force on an atom = 2.3 eV Å⁻¹
HOMO energy = -11.46 eV

=====

Record 3
2 unconnected molecules or ions with the total composition C19H26INO8. Source: the OMol25 dataset; level of theory: ωB97M-V/def2-TZVPD.

```
! wB97M-V def2-TZVPD RIJCOSX def2/J DEFGRID3
* xyz 0 1
O 1.86343 -1.49412 2.40475
C 2.06494 -1.36500 1.26138
O 1.08001 -1.08319 0.38175
C 1.60350 -1.13700 -0.96587
C 0.58215 -0.68139 -1.99795
C -0.04840 0.64692 -1.68802
C -1.22190 0.82989 -1.11811
C -2.08850 -0.33064 -0.69456
C -3.33735 -0.49012 -1.61094
C -4.60185 -0.70343 -0.75389
I -4.37351 -2.42288 0.54970
C -1.76935 2.21881 -0.90574
O -2.92471 2.29089 -0.67498
C -0.89427 3.41171 -1.02437
C -1.27096 4.78753 -0.50465
C -2.74267 4.99605 -0.19504
O -3.45662 5.55841 -0.92783
O -3.20017 4.51570 1.00240
C 0.28647 3.24074 -1.58136
C 1.31680 4.32045 -1.78011
C 2.70118 3.95261 -1.22816
O 3.44951 5.18245 -1.31370
C 0.69713 1.88419 -2.08834
O 1.63118 1.76497 -2.80854
H 3.09621 -1.42841 0.86826
H 1.84147 -2.18603 -1.18791
H 2.52826 -0.56162 -1.08143
H 1.08942 -0.58333 -2.96370
H -0.18404 -1.44265 -2.15029
H -2.47795 -0.06702 0.29693
H -1.52810 -1.25277 -0.57734
H -3.49061 0.43525 -2.16986
H -3.26761 -1.35798 -2.27285
H -4.75468 0.17841 -0.12881
H -5.49233 -0.82585 -1.36996
H -0.61672 5.05403 0.33194
H -1.02556 5.50274 -1.29113
H -3.69645 5.26243 1.37179
H 1.44302 4.44313 -2.86310
H 1.06505 5.28499 -1.34349
H 3.21958 3.22396 -1.85243
H 2.66666 3.67552 -0.16645
H 4.34179 5.01337 -0.99074
C 2.83486 -4.67652 3.13146
N 1.97200 -5.41169 2.22253
C 0.96745 -6.27752 2.52618
C 0.68263 -6.53234 3.98608
O 0.33058 -6.81893 1.63684
H 2.71401 -3.61005 2.94108
H 3.87156 -4.95678 2.93096
H 2.60127 -4.88551 4.16973
H 2.10633 -5.28886 1.23137
H -0.13847 -7.23866 4.06742
H 1.55922 -6.95963 4.47521
H 0.39506 -5.60523 4.48389
*
```

## Properties
largest force on an atom = 3.1 eV Å⁻¹
HOMO energy = -9.28 eV
SMILES = O=COCCC1=C(CCCI)C(=O)C(CC(=O)O)=C(CCO)C1=O.CNC(C)=O

=====

Computed values of orbital gap (unit: eV) for the preceding records, in sequence: 9.306, 9.048, 8.119.